Entry 1:
Density functional theory data (the ωB97M-V functional and the def2-TZVPD basis) for a structure of composition C4H2LiO2Rh at a distorted geometry.

Results
Kohn-Sham gap (spin up / spin down): 6.4 / 5.7 eV
<S²>: 8.78
energy above the lowest of the compared OMol25 structures with the same formula, charge and spin: 0.00 kJ/mol
spin multiplicity: 6
total charge: +1

Geometry (Å):
C 0.1928 0.3790 -1.6815
C 0.8727 1.4486 -1.5819
O -0.6453 -0.4831 -1.5825
Li -1.1180 -1.8108 -0.3627
H 1.1776 2.1814 -2.3206
C -1.1700 -1.1755 1.7327
C -0.0759 -0.5793 1.6643
O 0.7709 0.2888 1.4592
Rh 1.9643 1.3210 0.3324
H -1.9690 -1.5701 2.3405

Atomic partial charges in e from the Mulliken method, atoms 1 to 8:
1 C 1.028
2 C -0.743
3 O -0.552
4 Li 0.909
5 H 0.516
6 C -0.928
7 C 0.616
8 O -0.640

=====

Entry 2:
Density functional theory data (the ωB97M-V functional and the def2-TZVPD basis) for a structure of composition C8H14O3 at a distorted geometry.

Results
Kohn-Sham gap: 10.2 eV
energy above the lowest of the compared OMol25 structures with the same formula, charge and spin: 1228.05 kJ/mol

Geometry (Å):
C 1.8543 -2.6061 -0.6764
C 1.5911 -1.2422 -1.4319
C -0.6797 0.6419 -0.8790
C -1.2006 0.5664 0.5388
C -1.1762 1.7935 1.1437
C -1.4754 1.5901 2.6713
C -0.8123 -0.7108 -1.6080
C 0.2410 -1.3938 -2.0511
H 1.0140 -2.2066 0.5327
H 1.0928 -3.7351 -1.2220
H 3.1703 -2.8970 -0.7178
H 2.5416 -1.2187 -2.2368
H -1.1682 1.6847 -1.0549
H -0.9101 -0.4615 1.1255
H -2.3848 0.4674 0.4129
H -0.2160 2.1268 1.1772
H -1.6907 2.7435 0.5492
H -1.4088 2.4521 3.1124
H -2.5069 1.1567 3.0648
H 0.4359 0.9572 2.9994
H -1.7688 -0.9339 -2.2579
H 0.1394 -2.0955 -2.8008
O 1.5218 -0.0851 -0.5885
O 0.6859 0.9972 -1.0364
O -0.5069 0.3537 3.0089

Atomic partial charges in e from the Mulliken method, atoms 1 to 8:
1 C -0.862
2 C 0.253
3 C 0.776
4 C 0.135
5 C -0.865
6 C -0.781
7 C -0.865
8 C -0.729

=====

Entry 3:
Density functional theory data (the ωB97M-V functional and the def2-TZVPD basis) for a cluster of 2 separate species, C6H8 in total.

Results
Kohn-Sham gap: 9.1 eV
SMILES: C1=C[C@@H]2CC2=C1.[H][H]
energy above the lowest of the compared OMol25 structures with the same formula, charge and spin: 318.53 kJ/mol

Geometry (Å):
C 1.3594 -0.0239 1.1479
C 0.9471 1.0799 0.4440
C -0.2203 0.7312 -0.3534
C -1.6624 0.1620 0.1359
C -0.4982 -0.6664 0.0112
C 0.3895 -1.0680 0.9777
H 2.2253 -0.0711 1.8012
H 1.5138 1.9973 0.3129
H -0.3192 1.1394 -1.3550
H -2.0915 0.3803 1.1150
H -2.3487 0.2988 -0.6993
H 0.2572 -1.9069 1.6527
H 0.3997 -0.9135 -2.9625
H 0.0867 -1.2317 -2.3690

Atomic partial charges in e from the Mulliken method, atoms 1 to 8:
1 C -0.208
2 C -0.845
3 C 0.077
4 C -0.658
5 C 0.166
6 C -0.636
7 H 0.389
8 H 0.368

=====

Entry 4:
Density functional theory data (the ωB97M-V functional and the def2-TZVPD basis) for a structure of composition C26H31N6O6PPd.

Results
Kohn-Sham gap: 5.4 eV
energy above the lowest of the compared OMol25 structures with the same formula, charge and spin: 61.81 kJ/mol
total charge: +2

Geometry (Å):
Pd -2.1610 1.1816 -0.0743
C -2.1334 5.8223 0.1563
C -2.5806 4.7027 1.0770
C -2.5953 5.1242 2.5413
O -1.7136 3.5583 0.9012
C -3.9825 4.2377 0.7114
O -4.8393 4.9616 0.2743
O -4.1652 2.9341 0.9484
H -1.1314 6.1472 0.4379
H -2.8114 6.6697 0.2325
H -2.1254 5.4870 -0.8816
H -1.5987 5.4593 2.8380
H -2.9055 4.2985 3.1826
H -3.2828 5.9565 2.6853
H -1.0951 3.5284 1.6396
C 9.6666 -5.5472 0.5092
O 8.3466 -6.0577 0.6706
C 7.3172 -5.2041 0.5840
C 6.0460 -5.7644 0.7573
C 4.9264 -4.9735 0.6864
C 5.0401 -3.6000 0.4379
C 6.3072 -3.0506 0.2728
C 7.4451 -3.8362 0.3420
C 3.8302 -2.7941 0.3691
N 2.6170 -3.2031 0.6894
C 1.8072 -2.1346 0.4700
C 2.5230 -1.0442 0.0041
N 3.8196 -1.4853 -0.0497
C 1.9266 0.2130 -0.2965
C 2.5606 1.3780 -0.7689
C 1.8169 2.5035 -1.0091
C 0.4389 2.5021 -0.7578
N -0.1691 1.4229 -0.2981
C 0.5416 0.2854 -0.0936
C -0.2091 -0.8359 0.3507
N -1.5444 -0.6444 0.4662
C -2.3099 -1.6109 0.9463
C -1.7736 -2.8512 1.3059
C -0.4273 -3.0834 1.1546
C 0.3936 -2.0561 0.6662
H 10.3287 -6.3996 0.6168
H 9.8953 -4.8085 1.2794
H 9.7959 -5.1079 -0.4816
H 5.9740 -6.8266 0.9460
H 3.9438 -5.4045 0.8202
H 6.4394 -1.9875 0.1053
H 8.4157 -3.3814 0.2159
H 4.6224 -0.9783 -0.3798
H 3.6278 1.3871 -0.9494
H 2.2779 3.4057 -1.3840
H -0.1753 3.3762 -0.9155
H -3.3615 -1.3829 1.0580
H -2.4302 -3.6105 1.7059
H 0.0190 -4.0342 1.4157
N -5.2998 -1.1957 -2.1000
C -4.9389 0.0170 -2.9192
P -4.3889 1.3829 -1.7794
O -3.1956 2.0507 -2.3538
O -4.1250 0.5691 -0.4797
C -5.7831 2.5463 -1.5919
N -6.4937 2.4531 -0.3153
H -4.9988 -2.0660 -2.5378
H -6.3034 -1.2657 -1.9323
H -4.8215 -1.0610 -1.1886
H -5.7668 0.2790 -3.5725
H -4.0727 -0.2343 -3.5288
H -6.4198 2.4671 -2.4800
H -5.3067 3.5273 -1.6362
H -7.1414 1.6774 -0.2678
H -7.0197 3.3071 -0.1587
H -5.1132 2.7012 0.7102

Atomic partial charges in e from the Mulliken method, atoms 1 to 8:
1 Pd 0.782
2 C -1.740
3 C 1.472
4 C -1.801
5 O -0.176
6 C 0.159
7 O -0.596
8 O -0.396

=====

Entry 5:
Density functional theory data (the ωB97M-V functional and the def2-TZVPD basis) for a cluster of 2 separate species, C24H30N4O8 in total at a distorted geometry.

Results
Kohn-Sham gap: 7.8 eV
SMILES: O=C(O)c1cc(NCc2cccc([N+](=O)[O-])c2)cc(C(=O)O)c1.CNC(=O)[C@H](CC(C)C)NC(C)=O
energy above the lowest of the compared OMol25 structures with the same formula, charge and spin: 25.84 kJ/mol

Geometry (Å):
O -1.6589 9.5192 -0.4329
C -2.5892 8.8131 -0.0765
O -3.8044 9.3147 0.2401
C -2.3905 7.3525 0.0112
C -1.2422 6.7458 -0.5248
C -1.0394 5.3683 -0.4502
N 0.1085 4.8560 -1.0576
C 0.4208 3.4272 -1.2445
C 1.4432 2.9264 -0.2486
C 2.2934 3.7909 0.4623
C 3.2821 3.2788 1.3049
C 3.4357 1.8987 1.4491
C 2.5903 1.0060 0.7654
N 2.7452 -0.3876 0.9062
O 1.7428 -1.0957 0.7721
O 3.8790 -0.8269 1.1323
C 1.5927 1.5429 -0.0729
C -1.9892 4.5777 0.2107
C -3.1645 5.1410 0.7442
C -4.1880 4.3021 1.4036
O -3.9268 3.1402 1.6689
O -5.3896 4.8589 1.6815
C -3.3503 6.5303 0.6270
H -3.7180 10.2705 0.1069
H -0.4984 7.3623 -1.0193
H 0.6972 5.5197 -1.5593
H -0.4847 2.8158 -1.1910
H 0.8237 3.2890 -2.2533
H 2.1997 4.8681 0.3646
H 3.9377 3.9544 1.8467
H 4.2125 1.5185 2.1083
H 0.9356 0.8702 -0.6178
H -1.8319 3.5099 0.3140
H -5.8989 4.1459 2.0959
H -4.2531 6.9819 1.0342
C 2.5554 -7.1442 1.8707
N 1.9847 -6.3186 0.8094
C 1.4764 -5.0950 0.9861
O 1.4609 -4.5548 2.0881
C 0.9145 -4.3309 -0.2338
C -0.5411 -4.7437 -0.5620
C -1.5806 -3.6437 -0.2823
C -2.9605 -4.1116 -0.7480
C -1.6853 -3.2929 1.2035
N 1.7470 -4.3569 -1.4543
C 2.0869 -5.4180 -2.1914
C 2.9909 -5.1510 -3.3716
O 1.7049 -6.5591 -1.9680
H 2.9780 -8.0558 1.4460
H 1.7769 -7.4074 2.5893
H 3.3376 -6.5861 2.3898
H 1.9398 -6.6998 -0.1300
H 0.8899 -3.2913 0.0802
H -0.6170 -5.0187 -1.6150
H -0.8046 -5.6303 0.0172
H -1.3111 -2.7464 -0.8404
H -3.2629 -4.9979 -0.1895
H -2.9320 -4.3487 -1.8113
H -3.6905 -3.3188 -0.5854
H -0.7447 -2.8781 1.5656
H -2.4670 -2.5489 1.3542
H -1.9210 -4.1848 1.7841
H 2.1360 -3.4738 -1.7411
H 2.4758 -4.5099 -4.0839
H 3.9046 -4.6701 -3.0289
H 3.2363 -6.0991 -3.8486

Atomic partial charges in e from the Mulliken method, atoms 1 to 8:
1 O -0.596
2 C 0.448
3 O -0.435
4 C -0.030
5 C -0.648
6 C 1.331
7 N -0.087
8 C -1.379

=====

Entry 6:
Density functional theory data (the ωB97M-V functional and the def2-TZVPD basis) for a cluster of 9 separate species, C19H29F5N2O19 in total at a distorted geometry.

Results
Kohn-Sham gap (spin up / spin down): 9.1 / 3.8 eV
<S²>: 0.75
spin multiplicity: 2
total charge: +1

Geometry (Å):
N 3.0608 2.7854 -2.1709
H 2.0617 2.9299 -2.1385
H 3.2290 2.5315 -3.1338
H 3.3267 2.1254 -1.4541
H 3.4478 3.6732 -1.8842
N 0.9029 0.3052 0.2069
H 0.4323 0.5049 1.0780
H 1.8218 0.4786 0.5884
H 0.5864 0.8990 -0.5463
H 0.9035 -0.6369 -0.1573
C 4.7290 1.8623 2.3059
C 3.5807 1.2927 1.5456
O 2.6735 0.7309 2.1603
O 3.5797 1.4135 0.3028
H 4.4641 1.8181 3.3623
H 4.8010 2.9209 2.0563
H 5.5998 1.2550 2.0591
C -1.7543 3.5421 -1.8690
C -0.2325 3.2704 -1.8657
O 0.2840 2.1947 -1.4699
O 0.5179 4.2186 -2.1430
H -2.4454 2.7061 -1.7617
H -1.9972 4.1108 -2.7667
H -2.0083 3.9745 -0.9013
C 3.1123 -5.7328 -1.9271
C 1.7442 -5.7553 -1.2172
O 1.4230 -4.4486 -1.2573
C 2.5271 -3.6820 -1.3432
O 2.5573 -2.4912 -1.2806
O 3.6386 -4.5095 -1.5120
F 2.0000 -6.1564 0.0379
H 2.9123 -5.8553 -2.9916
H 3.8077 -6.5375 -1.6885
H 1.0255 -6.4464 -1.6577
C -4.5556 3.1271 2.1070
C -4.7153 1.7835 2.7581
O -3.4096 1.1612 2.5507
C -2.6728 1.8818 1.7057
O -1.5464 1.5737 1.3059
O -3.3176 2.9889 1.4237
F -5.7500 1.1232 2.1234
H -4.5218 4.0154 2.7377
H -5.3518 3.3358 1.3925
H -5.0093 1.9625 3.7923
C -2.5447 -5.0225 -0.2277
C -1.5196 -5.6534 0.7726
O -0.6427 -4.5293 0.9542
C -1.2231 -3.4461 0.6852
O -0.6973 -2.3465 0.8671
O -2.4190 -3.6201 0.1318
F -0.8097 -6.6921 0.1606
H -3.5256 -5.4564 -0.0341
H -2.2586 -5.1280 -1.2742
H -2.0071 -6.0966 1.6410
C -0.9427 -1.7904 -2.7291
C -2.3444 -2.2288 -3.2910
O -3.2769 -1.8712 -2.2460
C -2.6809 -0.8479 -1.6181
O -3.2183 -0.1763 -0.7216
O -1.3313 -0.6483 -1.9919
F -2.2490 -3.5453 -3.4395
H -0.4181 -1.6291 -3.6708
H -0.2321 -2.4577 -2.2414
H -2.8264 -1.7655 -4.1519
C 1.0511 4.0254 1.5144
C 0.3196 4.0525 2.7895
O 1.1557 4.8804 3.6573
C 2.3486 4.9943 3.0453
O 3.3979 5.4055 3.4760
O 2.3307 4.4670 1.7950
F 0.2617 2.8084 3.3068
H 0.5073 4.6804 0.8337
H 1.0393 3.0656 0.9979
H -0.7068 4.3274 2.5462

Atomic partial charges in e from the Mulliken method, atoms 1 to 8:
1 N -0.179
2 H 0.032
3 H 0.386
4 H 0.409
5 H 0.406
6 N 0.419
7 H 0.417
8 H 0.157